Record 1
Below is C28H35N5P2PbSe as an isolated structure at a distorted geometry, with properties calculated with ωB97M-V/def2-TZVPD.

Computed properties:
HOMO energy (alpha / beta)	-0.487 / -0.487	Ha
maximum force	3.8	eV/A
net charge	+2
total energy	-126202.7155	eV
2S+1	1

Geometry (Å):
Pb  0.08  2.20  1.38
C  -2.07  1.79  -3.94
C  -2.10  0.51  -3.56
C  -1.23  -0.54  -4.14
C  0.27  -0.21  -4.07
C  0.72  0.58  -2.88
C  0.75  1.92  -2.88
C  0.39  2.67  -4.12
C  -0.97  2.34  -4.79
C  1.29  1.83  3.59
H  -2.92  2.43  -3.82
H  -2.81  0.13  -2.84
H  -1.45  -0.77  -5.19
H  -1.45  -1.46  -3.58
H  0.84  -1.15  -4.22
H  0.52  0.40  -4.95
H  1.18  -0.01  -2.10
H  1.13  2.51  -2.05
H  1.11  2.53  -4.94
H  0.44  3.74  -3.88
H  -1.32  3.25  -5.29
H  -0.78  1.62  -5.60
H  0.61  2.49  4.15
H  2.33  2.09  3.78
H  1.17  0.80  3.98
P  1.75  -0.36  1.42
P  -1.48  -1.05  1.83
N  2.97  0.74  0.60
N  2.93  -1.63  1.80
N  -2.15  0.36  0.97
N  -3.02  -1.91  1.97
C  0.77  -1.04  0.04
C  -0.53  -1.81  0.46
C  3.19  2.08  0.99
C  4.13  2.64  0.15
C  4.54  1.62  -0.76
C  3.82  0.48  -0.46
C  3.94  -1.47  2.77
C  4.53  -2.70  3.00
C  3.87  -3.67  2.16
C  2.92  -2.98  1.43
C  -2.50  1.64  1.55
C  -3.03  2.43  0.52
C  -3.04  1.65  -0.63
C  -2.35  0.48  -0.39
C  -3.99  -2.32  1.04
C  -4.94  -3.14  1.67
C  -4.56  -3.23  3.05
C  -3.42  -2.45  3.22
H  1.40  -1.71  -0.56
H  0.52  -0.20  -0.64
H  -1.14  -2.00  -0.43
H  -0.26  -2.79  0.90
H  2.84  2.42  1.96
H  4.50  3.66  0.22
H  5.31  1.71  -1.51
H  3.89  -0.51  -0.85
H  4.16  -0.49  3.15
H  5.36  -2.90  3.67
H  4.09  -4.73  2.11
H  2.27  -3.32  0.63
H  -2.66  1.67  2.63
H  -3.37  3.46  0.61
H  -3.62  1.84  -1.50
H  -2.06  -0.29  -1.07
H  -3.98  -1.96  0.03
H  -5.81  -3.63  1.22
H  -5.06  -3.80  3.84
H  -2.89  -2.15  4.11
Se  -1.40  -0.95  6.31
C  -1.09  0.02  4.89
N  -1.08  0.60  3.84

Record 2
Below is C28H35N6O6Pd as an isolated structure, with properties calculated with ωB97M-V/def2-TZVPD.

Computed properties:
HOMO energy	-0.369	Ha
maximum force	0.5	eV/A
net charge	+1
total energy	-54305.1986	eV
2S+1	1

Geometry (Å):
Pd  -0.38  0.17  0.64
C  3.49  -3.11  4.36
O  2.55  -2.07  4.56
C  2.82  -1.15  5.53
C  3.88  -1.24  6.43
C  4.04  -0.29  7.42
C  3.15  0.77  7.53
C  2.13  0.89  6.60
C  1.96  -0.05  5.60
N  0.86  0.10  4.71
C  0.92  0.10  3.35
N  2.14  0.17  2.78
C  2.43  0.00  1.42
C  1.47  -0.08  0.43
C  1.84  -0.26  -0.90
C  3.18  -0.34  -1.24
C  4.16  -0.27  -0.25
C  3.78  -0.11  1.07
O  4.65  -0.07  2.13
C  6.02  0.21  1.84
N  -0.16  0.06  2.61
C  -1.44  -0.02  3.23
C  -2.24  1.13  3.15
C  -3.51  1.16  3.70
C  -3.99  0.04  4.36
C  -3.22  -1.11  4.43
C  -1.95  -1.17  3.84
O  -1.31  -2.35  4.02
C  -0.22  -2.75  3.17
H  3.12  -3.68  3.51
H  3.56  -3.76  5.23
H  4.48  -2.71  4.12
H  4.56  -2.08  6.37
H  4.85  -0.39  8.12
H  3.27  1.51  8.30
H  1.45  1.74  6.64
H  -0.03  0.32  5.10
H  2.95  0.22  3.39
H  1.08  -0.32  -1.67
H  3.47  -0.47  -2.27
H  5.20  -0.35  -0.52
H  6.51  0.33  2.80
H  6.10  1.13  1.26
H  6.49  -0.62  1.30
H  -1.82  1.98  2.64
H  -4.10  2.07  3.63
H  -4.96  0.05  4.83
H  -3.57  -1.99  4.94
H  -0.17  -3.83  3.30
H  0.72  -2.31  3.50
H  -0.43  -2.51  2.13
N  -2.20  3.13  -0.87
C  -1.23  3.53  -0.01
N  -1.00  4.87  0.06
O  -0.61  2.73  0.69
H  -2.57  3.75  -1.56
H  -2.30  2.13  -1.02
H  -1.40  5.52  -0.58
H  -0.22  5.16  0.63
O  -2.50  -1.58  0.51
C  -2.96  -0.73  -0.27
O  -2.33  0.18  -0.86
C  -4.48  -0.72  -0.44
N  -5.00  -1.92  0.32
C  -5.93  -1.43  1.40
C  -6.40  -0.09  0.88
C  -5.14  0.49  0.24
H  -4.76  -0.81  -1.49
H  -4.10  -2.31  0.72
H  -5.44  -2.60  -0.29
H  -5.33  -1.34  2.30
H  -6.71  -2.17  1.56
H  -6.78  0.54  1.69
H  -7.19  -0.21  0.14
H  -4.47  0.88  1.01
H  -5.34  1.28  -0.47

Record 3
Below is C28H35N8SV as an isolated structure at a distorted geometry, with properties calculated with ωB97M-V/def2-TZVPD.

Computed properties:
HOMO energy (alpha / beta)	-0.366 / -0.383	Ha
maximum force	1.4	eV/A
net charge	+1
total energy	-78046.2192	eV
2S+1	4

Geometry (Å):
V  -0.28  0.09  0.07
N  -2.91  -1.04  -0.02
C  -3.03  -1.86  1.19
C  -2.64  -1.03  2.40
N  -1.30  -0.45  2.27
C  -0.22  -1.11  3.03
C  0.61  -2.04  2.17
N  1.12  -1.29  1.00
H  -3.61  -0.30  0.00
H  -3.12  -1.58  -0.84
H  -2.38  -2.72  1.10
H  -4.04  -2.25  1.35
H  -2.74  -1.60  3.32
H  -3.35  -0.19  2.47
H  -1.33  0.52  2.56
H  -0.62  -1.67  3.88
H  0.42  -0.32  3.44
H  -0.01  -2.86  1.80
H  1.43  -2.48  2.74
H  1.52  -1.92  0.32
H  1.88  -0.66  1.25
C  4.18  0.06  2.31
C  3.67  1.28  1.60
C  3.90  2.56  2.11
C  3.40  3.65  1.44
C  2.69  3.45  0.26
C  2.50  2.15  -0.16
N  2.97  1.08  0.48
C  1.78  1.91  -1.45
C  2.09  2.69  -2.55
C  1.38  2.51  -3.72
C  0.40  1.53  -3.77
C  0.16  0.78  -2.64
N  0.83  0.98  -1.49
C  -0.77  -0.41  -2.69
C  -1.71  -0.55  -3.70
C  -2.37  -1.76  -3.81
C  -2.06  -2.78  -2.94
C  -1.15  -2.55  -1.91
C  -0.77  -3.62  -0.94
N  -0.57  -1.35  -1.76
H  5.13  0.24  2.81
H  4.32  -0.75  1.60
H  3.48  -0.27  3.08
H  4.47  2.68  3.02
H  3.54  4.65  1.83
H  2.26  4.28  -0.27
H  2.88  3.42  -2.48
H  1.60  3.11  -4.60
H  -0.15  1.35  -4.68
H  -1.92  0.26  -4.38
H  -3.11  -1.91  -4.59
H  -2.51  -3.76  -3.04
H  0.29  -3.86  -1.04
H  -1.34  -4.53  -1.12
H  -0.95  -3.30  0.08
S  0.06  4.14  2.67
C  0.00  2.77  1.81
N  -0.04  1.78  1.18
N  -2.48  2.15  -0.96
C  -3.83  2.35  -0.63
C  -4.82  1.65  -1.31
C  -6.16  1.86  -1.02
C  -6.53  2.77  -0.04
C  -5.54  3.48  0.63
C  -4.20  3.27  0.35
H  -1.83  2.55  -0.29
H  -2.30  1.16  -1.08
H  -4.54  0.96  -2.10
H  -6.91  1.30  -1.56
H  -7.57  2.93  0.18
H  -5.82  4.20  1.39
H  -3.44  3.82  0.89